## 1
# C5H4S

The molecule C5H4S (ωB97M-V/def2-TZVPD, OMol25).

Summary:
net charge: 0
HOMO: -9.338 eV
spin multiplicity: 1

Last column: Löwdin charge in e.
Positions of all 10 atoms, in Å:
C -2.73 1.44 -0.10  0.10
C -1.92 0.47 -0.01  -0.22
C 0.37 -0.50 -0.35  -0.25
C 1.43 0.43 0.23  -0.65
C -1.02 -0.48 0.24  -0.07
S 3.04 0.36 -0.02  0.68
H 0.28 -0.19 -1.40  0.13
H 0.76 -1.52 -0.35  0.11
H 1.04 1.25 0.82  0.05
H -1.26 -1.27 0.94  0.11



## 2
# C5H4S

A 2-piece molecular cluster, C5H4S overall (ωB97M-V/def2-TZVPD, OMol25).

Summary:
net charge: 0
HOMO: -9.206 eV
spin multiplicity: 1

Last column: Löwdin charge in e.
Positions of all 10 atoms, in Å:
C 0.09 -0.90 -1.38  -0.56
C 0.20 0.04 -0.15  -0.04
C -0.28 0.16 1.03  -0.09
C -0.56 0.66 2.22  -0.18
C -0.90 1.35 3.18  0.16
H 2.37 -0.25 -2.99  0.08
H 0.63 -2.06 -1.31  0.16
H -0.88 -1.20 -1.47  -0.01
H -1.19 2.10 3.87  0.03
S 0.49 0.10 -3.01  0.45



Q: Which of them is the least stable? A: 2.



## 1
# C6H15N3

C6H15N3 as an isolated structure (ωB97M-V/def2-TZVPD, OMol25).

Summary:
net charge: 0
HOMO (alpha / beta): -6.082 / -5.700 eV
spin multiplicity: 1

Last column: Löwdin charge in e.
Positions of all 24 atoms, in Å:
C 0.98 -0.09 1.28  -0.15
C -1.59 0.90 0.90  -0.06
C -0.85 -0.34 0.45  -0.49
N 1.76 -1.19 0.99  0.02
C -1.35 -1.58 0.87  -0.05
H 2.07 -1.25 0.02  0.06
H 1.30 -2.06 1.25  0.08
H 1.42 0.85 0.97  0.06
H 0.59 -0.08 2.28  0.09
H -0.99 1.81 0.85  0.07
H -1.89 0.76 1.93  0.08
H -2.51 1.05 0.31  0.08
H -1.90 -1.60 1.80  0.03
H -0.98 -2.53 0.51  0.00
C 0.97 1.82 -1.34  -0.10
N -0.19 0.97 -1.60  -0.04
C 0.15 -1.32 -1.53  0.04
N -0.30 -0.25 -0.89  -0.18
H -1.06 1.47 -1.49  0.11
H 0.96 2.34 -0.38  0.06
H 1.00 2.57 -2.14  0.08
H 1.88 1.22 -1.41  0.08
H 0.61 -1.18 -2.49  0.07
H -0.09 -2.29 -1.14  0.04



## 2
# C6H15N3

C6H15N3 as an isolated structure (ωB97M-V/def2-TZVPD, OMol25).

Summary:
net charge: 0
HOMO: -6.243 eV
spin multiplicity: 1

Last column: Löwdin charge in e.
Positions of all 24 atoms, in Å:
C 2.12 -0.67 0.81  -0.10
N 1.16 0.31 0.31  -0.06
C 0.51 0.56 -1.42  -0.22
C 0.69 -0.62 -2.15  -0.12
H 1.45 1.24 0.61  0.11
H 0.82 1.45 -1.97  0.10
H 2.19 -0.60 1.90  0.08
H 3.11 -0.50 0.38  0.08
H 1.82 -1.67 0.53  0.07
H 1.18 -0.57 -3.12  0.01
H 0.80 -1.58 -1.65  0.00
C -0.89 0.76 1.98  -0.03
C -0.59 0.10 0.66  -0.43
N -0.95 -1.23 0.58  0.13
N -1.99 0.56 -1.45  0.04
C -0.84 0.90 -0.65  -0.35
H -1.48 -1.68 1.31  0.10
H -0.77 -1.67 -0.32  0.08
H -2.83 0.43 -0.89  0.07
H -1.75 -0.28 -1.99  0.06
H -0.84 1.96 -0.40  0.13
H -0.45 0.20 2.81  0.08
H -0.50 1.78 2.01  0.08
H -1.98 0.83 2.12  0.09



Q: Which of them is the least stable? A: 1.



## 1
# H66O33

A 33-piece molecular cluster, H66O33 overall (ωB97M-V/def2-TZVPD, OMol25).

Summary:
net charge: 0
HOMO: -9.871 eV
spin multiplicity: 1

Last column: Löwdin charge in e.
Positions of all 99 atoms, in Å:
O 2.15 5.17 -2.19  -0.03
H 1.56 4.47 -1.91  -0.03
H 2.71 4.76 -2.85  0.03
O -0.61 5.68 0.81  -0.03
H -1.26 5.93 0.16  0.02
H -0.21 4.88 0.46  0.00
O 0.98 -4.92 -0.42  -0.03
H 1.77 -4.80 -0.94  0.01
H 1.28 -5.30 0.40  0.06
O -1.89 -5.30 1.05  -0.04
H -2.84 -5.39 0.97  0.04
H -1.64 -4.77 0.30  0.00
O -3.55 0.40 -4.17  -0.06
H -2.89 0.19 -3.51  -0.02
H -4.11 1.05 -3.75  0.02
O 2.22 1.57 -2.19  -0.04
H 1.57 2.15 -2.57  -0.02
H 1.84 0.69 -2.25  0.00
O -2.73 0.80 2.35  -0.05
H -3.19 1.02 1.54  0.01
H -2.31 -0.04 2.17  0.00
O 0.60 0.13 2.98  -0.02
H 0.41 0.84 3.60  0.08
H -0.25 -0.26 2.79  0.00
O 5.05 -0.05 0.17  -0.05
H 4.31 0.19 0.73  -0.01
H 4.98 0.53 -0.58  0.00
O -2.08 0.87 -1.94  -0.04
H -1.24 0.80 -1.50  0.01
H -2.14 1.79 -2.20  0.04
O 1.50 -0.92 -3.46  -0.02
H 2.18 -1.29 -4.02  0.05
H 0.74 -1.49 -3.59  0.00
O 0.02 4.63 3.51  -0.06
H -0.71 4.02 3.58  -0.02
H 0.00 4.92 2.60  -0.02
O -1.57 -1.75 1.29  -0.03
H -0.89 -2.08 0.70  0.01
H -2.39 -2.03 0.89  0.01
O -4.19 0.74 0.06  -0.03
H -3.71 0.82 -0.76  0.03
H -4.91 1.36 -0.02  0.08
O 4.70 2.75 -1.32  -0.04
H 4.62 3.17 -2.18  0.03
H 3.82 2.45 -1.11  -0.01
O -2.76 -3.92 -2.01  -0.04
H -3.07 -4.80 -2.21  0.05
H -3.50 -3.49 -1.59  0.01
O 2.65 1.00 1.08  -0.04
H 2.04 0.83 0.36  0.02
H 2.11 0.99 1.86  0.03
O 0.44 2.88 -3.71  -0.02
H -0.12 2.93 -4.49  0.07
H 0.19 3.63 -3.18  0.03
O -4.08 -2.21 0.05  -0.03
H -4.70 -2.57 0.68  0.07
H -4.14 -1.26 0.16  0.01
O 3.99 3.23 2.12  -0.06
H 4.82 3.18 1.65  0.03
H 3.35 2.85 1.52  -0.01
O -1.86 -1.51 4.26  -0.04
H -2.43 -1.93 4.90  0.05
H -1.91 -2.06 3.48  -0.01
O 3.83 -4.56 -1.49  -0.06
H 3.55 -3.89 -0.86  -0.03
H 4.25 -5.23 -0.96  0.05
O 0.13 -2.32 -0.86  -0.04
H -0.30 -2.43 -1.71  0.03
H 0.72 -3.07 -0.80  0.02
O 3.43 -2.27 -0.02  -0.05
H 3.71 -1.37 -0.17  0.00
H 3.16 -2.29 0.90  -0.01
O 2.16 -2.41 2.49  -0.03
H 1.81 -1.52 2.45  0.01
H 2.98 -2.32 2.97  0.07
O -0.80 -4.12 3.68  -0.05
H -0.13 -3.89 3.04  0.01
H -1.27 -4.86 3.29  0.01
O 0.21 3.27 -0.62  -0.02
H -0.54 3.59 -1.11  0.01
H 0.16 2.32 -0.70  0.01
O -0.36 -3.22 -3.82  -0.03
H -0.93 -3.99 -3.73  0.04
H 0.53 -3.56 -3.69  0.05
O 4.63 -0.75 -2.63  -0.02
H 3.90 -0.24 -3.00  0.01
H 4.52 -1.63 -2.99  0.04
O -3.83 1.07 4.87  -0.06
H -3.35 0.91 4.06  -0.04
H -3.50 0.41 5.48  0.02
O -2.81 3.85 -0.66  -0.03
H -3.47 3.85 0.04  0.05
H -2.65 4.78 -0.84  0.04
O 0.13 0.38 -0.35  -0.04
H -0.41 0.27 0.43  0.05
H 0.17 -0.49 -0.74  0.02
O -2.58 3.43 3.32  -0.03
H -3.39 3.57 2.84  0.04
H -2.44 2.48 3.28  -0.01



## 2
# H66O33

A 33-piece molecular cluster, H66O33 overall (ωB97M-V/def2-TZVPD, OMol25).

Summary:
net charge: 0
HOMO: -10.963 eV
spin multiplicity: 1

Last column: Löwdin charge in e.
Positions of all 99 atoms, in Å:
O 7.81 9.80 11.50  -0.02
H 8.03 8.96 11.87  0.06
H 7.75 10.45 12.22  0.04
O 16.13 15.36 9.57  -0.08
H 15.89 16.09 10.17  0.04
H 15.33 15.11 9.06  -0.02
O 14.71 9.49 9.72  -0.04
H 15.44 9.03 10.10  0.02
H 14.90 9.73 8.78  0.03
O 8.03 11.38 13.85  -0.09
H 8.58 10.58 14.09  0.02
H 8.01 11.94 14.66  0.09
O 12.43 13.52 9.67  -0.05
H 11.72 13.21 9.08  0.01
H 12.10 14.29 10.17  0.05
O 14.74 6.24 15.20  -0.06
H 14.12 6.95 15.17  0.00
H 15.45 6.59 14.60  0.03
O 13.93 5.03 8.08  -0.05
H 14.11 5.07 7.13  0.07
H 13.13 5.53 8.09  -0.02
O 10.97 12.12 13.49  -0.03
H 11.59 12.01 12.77  0.02
H 10.24 11.51 13.47  -0.01
O 11.96 8.74 8.89  -0.04
H 12.54 9.22 9.47  0.00
H 11.12 9.21 8.97  0.03
O 16.19 12.46 8.66  -0.08
H 16.69 13.29 8.50  0.06
H 16.94 11.95 9.05  0.01
O 14.70 10.67 7.25  -0.05
H 15.40 11.35 7.50  0.04
H 14.49 10.80 6.38  0.00
O 11.22 15.68 11.77  -0.08
H 12.02 15.44 12.28  0.00
H 11.05 16.58 12.14  0.08
O 14.17 14.63 7.95  -0.02
H 13.42 14.34 8.42  -0.02
H 13.92 15.23 7.24  0.07
O 17.99 10.99 9.98  -0.07
H 18.23 10.13 10.36  0.01
H 17.50 11.37 10.73  0.04
O 8.00 6.33 9.46  -0.02
H 8.40 6.13 8.62  0.04
H 7.67 7.19 9.35  -0.03
O 8.10 12.68 9.14  -0.07
H 8.33 13.22 9.91  0.01
H 8.65 11.89 9.37  0.02
O 6.79 8.95 9.02  -0.06
H 6.17 9.23 8.32  0.07
H 6.88 9.57 9.75  0.01
O 15.63 5.94 10.26  -0.05
H 16.05 5.09 10.44  0.05
H 14.99 5.74 9.56  0.01
O 9.97 6.55 13.96  -0.05
H 9.93 6.20 13.05  0.00
H 10.10 5.82 14.54  0.05
O 16.15 7.93 12.53  -0.02
H 15.61 7.26 12.20  -0.01
H 15.63 8.59 13.00  0.05
O 10.31 5.88 11.37  -0.06
H 9.68 6.16 10.70  0.02
H 11.11 6.45 11.38  0.03
O 12.95 7.36 11.52  -0.02
H 13.70 6.77 11.53  0.03
H 13.01 7.68 10.62  0.02
O 18.45 9.15 11.89  -0.10
H 19.31 8.78 12.34  0.11
H 17.75 8.51 12.11  -0.01
O 9.49 13.69 11.37  -0.11
H 9.78 13.38 12.29  0.05
H 9.84 14.63 11.41  0.03
O 10.97 12.84 7.54  -0.08
H 10.08 12.58 7.22  0.01
H 11.55 12.42 6.84  0.10
O 13.57 9.34 13.61  -0.08
H 13.45 10.27 13.39  0.00
H 12.92 8.83 13.03  0.06
O 8.25 12.39 6.58  -0.04
H 7.94 12.97 5.94  0.01
H 7.86 12.64 7.42  0.00
O 11.26 5.92 8.28  -0.06
H 11.22 5.38 9.08  0.04
H 11.30 6.86 8.58  0.03
O 16.23 13.00 11.87  -0.09
H 16.43 13.47 11.00  0.04
H 15.29 12.74 11.84  0.00
O 9.93 9.34 14.35  -0.10
H 10.74 9.82 14.64  0.05
H 10.00 8.33 14.42  0.05
O 13.57 14.98 12.66  -0.01
H 14.05 15.06 13.46  0.06
H 14.33 14.83 12.09  0.05
O 9.83 10.56 9.87  -0.03
H 10.11 11.29 10.38  0.01
H 8.93 10.37 10.22  0.02
O 13.60 11.57 11.62  -0.05
H 14.14 10.98 11.11  0.01
H 13.15 12.15 10.98  0.02



Q: Which of them is the least stable? A: 1.



## 1
# C7H14O

An isolated ion of composition C7H14O and charge +1 (ωB97M-V/def2-TZVPD, OMol25).

Summary:
net charge: +1
HOMO (alpha / beta): -13.358 / -13.355 eV
spin multiplicity: 2
<S²>: 0.75

Last column: Löwdin charge in e.
Positions of all 22 atoms, in Å:
C -1.55 1.80 -1.16  -0.27
O -2.51 2.81 -0.90  -0.06
C -0.57 1.90 0.01  -0.17
C 0.47 0.79 -0.02  -0.15
C -0.05 -0.50 0.73  -0.13
C 2.19 -1.41 1.32  0.27
C 0.97 -1.55 0.63  -0.21
C 0.69 -2.73 -0.19  0.00
H -2.06 0.84 -1.02  0.11
H -1.13 1.90 -2.16  0.13
H -3.19 2.80 -1.58  0.10
H -0.08 2.88 0.00  0.13
H -1.23 1.89 0.86  0.12
H 0.73 0.50 -1.03  0.12
H 1.44 1.06 0.41  0.11
H -0.29 -0.24 1.77  0.15
H -0.98 -0.83 0.29  0.13
H 2.40 -0.54 1.93  0.11
H 2.94 -2.19 1.31  0.11
H 0.10 -2.53 -1.09  0.12
H 1.58 -3.25 -0.55  0.11
H 0.13 -3.42 0.46  0.14



## 2
# C7H14O

A 2-piece molecular cluster, C7H14O overall (ωB97M-V/def2-TZVPD, OMol25).

Summary:
net charge: +1
HOMO (alpha / beta): -14.857 / -14.832 eV
spin multiplicity: 2
<S²>: 0.79

Last column: Löwdin charge in e.
Positions of all 22 atoms, in Å:
C -0.20 2.64 -0.43  -0.10
C 0.70 1.51 -0.99  -0.24
C -0.03 0.18 -0.99  -0.15
C 0.25 -0.71 0.24  -0.20
C -0.28 -0.33 1.43  0.22
C 2.25 -1.84 -0.71  0.20
C 1.06 -1.86 -0.02  -0.03
H 0.36 3.58 -0.50  0.08
H -0.44 2.63 0.64  0.06
H -1.16 2.71 -0.96  0.09
H 1.10 1.87 -1.93  0.11
H 1.59 1.45 -0.32  0.12
H 0.27 -0.29 -1.97  0.14
H -1.11 0.26 -1.06  0.13
H -0.75 0.62 1.69  0.11
H -0.14 -1.03 2.26  0.11
H 2.75 -1.01 -1.16  0.09
H 2.77 -2.78 -0.69  0.09
H 0.85 -2.87 0.34  0.14
H -3.83 -1.58 1.20  0.05
H -2.83 -1.16 2.15  0.02
O -3.18 -1.99 1.79  -0.05



## 3
# C7H14O

A 2-piece molecular cluster, C7H14O overall (ωB97M-V/def2-TZVPD, OMol25).

Summary:
net charge: +1
HOMO (alpha / beta): -14.089 / -13.940 eV
spin multiplicity: 2
<S²>: 0.75

Last column: Löwdin charge in e.
Positions of all 22 atoms, in Å:
C -1.09 2.48 0.46  -0.02
C -0.17 1.57 -0.39  -0.35
C -0.25 1.51 -1.71  0.07
C 0.99 0.91 0.31  -0.14
C 0.84 -0.56 0.62  0.05
C 1.58 -1.57 0.08  0.00
C 1.32 -3.01 0.33  -0.03
H -1.72 2.92 -0.36  0.10
H -1.76 2.03 1.10  0.05
H -0.56 3.25 0.95  0.07
H -0.90 2.11 -2.48  0.14
H 0.57 1.11 -2.25  0.05
H 1.16 1.59 1.28  0.19
H 1.93 1.05 -0.22  0.12
H -0.04 -0.98 1.21  0.16
H 2.50 -1.32 -0.41  0.14
H 2.19 -3.52 0.78  0.12
H 1.44 -3.60 -0.64  0.14
H 0.40 -3.23 0.94  0.12
H -3.18 -0.51 0.60  0.01
H -2.42 -0.93 -0.47  0.00
O -2.81 -1.30 0.28  0.00



Q: Which of them is the least stable? A: 3.



## 1
# C4H4Cl2O

C4H4Cl2O as an isolated structure (ωB97M-V/def2-TZVPD, OMol25).

Summary:
net charge: 0
HOMO: -9.497 eV
spin multiplicity: 1

Last column: Löwdin charge in e.
Positions of all 11 atoms, in Å:
C -0.67 0.47 -0.10  -0.11
C -0.61 1.64 -0.77  -1.25
C 0.62 -0.18 0.70  -0.47
C 0.54 -1.62 0.32  -0.03
O 1.29 0.47 1.41  0.11
Cl -1.90 2.38 -1.50  0.68
Cl 0.83 2.45 -1.11  0.69
H -1.48 0.00 0.28  0.06
H -0.44 -1.99 0.81  0.13
H 1.42 -2.14 0.73  0.09
H 0.41 -1.47 -0.76  0.10



## 2
# C4H4Cl2O

A 2-piece molecular cluster, C4H4Cl2O overall (ωB97M-V/def2-TZVPD, OMol25).

Summary:
net charge: 0
HOMO (alpha / beta): -9.127 / -8.888 eV
spin multiplicity: 1

Last column: Löwdin charge in e.
Positions of all 11 atoms, in Å:
C 0.84 0.76 -0.53  -0.05
C 0.21 -0.18 0.06  -0.20
C 1.87 -2.21 0.93  -0.63
C -1.06 -0.43 0.72  -0.58
O 3.01 -2.06 0.65  0.03
Cl 0.99 -3.17 2.09  0.61
Cl -2.17 1.05 0.74  0.49
H 0.27 1.65 -1.00  0.09
H 1.95 0.78 -0.85  0.10
H -1.09 -0.71 1.74  0.03
H -1.68 -1.22 0.12  0.11



Q: Which of them is the least stable? A: 2.



## 1
# C4H4Cl2O

A 2-piece molecular cluster, C4H4Cl2O overall (ωB97M-V/def2-TZVPD, OMol25).

Summary:
net charge: 0
structure (SMILES): CC(=O)Cl.C#CCl
HOMO: -9.851 eV
spin multiplicity: 1

Last column: Löwdin charge in e.
Positions of all 11 atoms, in Å:
C -0.85 0.60 0.94  -0.03
C 0.36 -0.28 1.27  -0.89
O 1.12 -0.64 0.51  -0.02
Cl 0.61 -0.65 2.96  0.68
H -0.56 1.52 1.17  0.04
H -1.59 0.24 1.55  0.04
H -1.11 0.46 -0.18  0.11
C 0.25 0.37 -2.34  0.04
C 0.68 -0.69 -1.94  -0.72
Cl 0.96 -2.28 -1.71  0.76
H 0.14 1.35 -2.22  -0.01



## 2
# C4H4Cl2O

The molecule C4H4Cl2O (ωB97M-V/def2-TZVPD, OMol25).

Summary:
net charge: 0
HOMO (alpha / beta): -8.977 / -8.196 eV
spin multiplicity: 1

Last column: Löwdin charge in e.
Positions of all 11 atoms, in Å:
C 1.63 0.20 0.66  -0.64
C 0.45 -0.67 0.80  -0.10
C -0.72 -0.88 -0.24  -0.25
C -1.30 0.35 -0.76  -0.60
O 0.67 0.43 1.56  0.01
Cl 1.75 1.35 -0.73  0.62
Cl -2.48 1.25 0.06  0.65
H 2.56 0.14 1.09  0.07
H -0.46 -1.40 -1.19  0.13
H -1.26 -1.57 0.35  0.09
H -0.84 0.80 -1.60  0.02



Q: Which of them is the least stable? A: 2.